A) {"formula": "C19H22N2OS", "method": "the ωB97M-V functional and the def2-TZVPD basis", "symbols": ["C", "C", "O", "C", "C", "C", "C", "C", "N", "C", "S", "N", "C", "C", "C", "C", "C", "C", "C", "C", "C", "C", "C", "H", "H", "H", "H", "H", "H", "H", "H", "H", "H", "H", "H", "H", "H", "H", "H", "H", "H", "H", "H", "H", "H"], "coordinates": [[0.898, 4.191, -3.131], [0.575, 2.724, -3.005], [-0.357, 2.223, -3.591], [1.459, 1.909, -2.124], [2.596, 2.413, -1.495], [3.376, 1.578, -0.715], [3.034, 0.249, -0.532], [1.878, -0.260, -1.127], [1.484, -1.589, -0.975], [1.432, -2.356, 0.155], [0.833, -3.892, 0.012], [1.864, -1.826, 1.314], [1.561, -2.399, 2.603], [0.472, -1.620, 3.349], [-0.845, -1.529, 2.567], [-0.947, -0.273, 1.691], [-2.184, -0.308, 0.838], [-2.256, -1.175, -0.246], [-3.388, -1.224, -1.037], [-4.468, -0.404, -0.754], [-4.408, 0.459, 0.325], [-3.273, 0.505, 1.116], [1.112, 0.576, -1.934], [0.155, 4.668, -3.764], [0.895, 4.664, -2.151], [1.882, 4.318, -3.577], [2.890, 3.442, -1.621], [4.273, 1.960, -0.251], [3.686, -0.401, 0.033], [0.981, -1.996, -1.754], [2.077, -0.837, 1.322], [1.235, -3.427, 2.430], [2.478, -2.417, 3.202], [0.302, -2.134, 4.296], [0.833, -0.614, 3.580], [-1.683, -1.519, 3.266], [-0.954, -2.417, 1.943], [-0.076, -0.195, 1.037], [-0.962, 0.612, 2.333], [-1.421, -1.825, -0.466], [-3.429, -1.902, -1.876], [-5.352, -0.439, -1.373], [-5.248, 1.100, 0.553], [-3.232, 1.183, 1.957], [0.224, 0.201, -2.423]], "mulliken_charge": [-1.4142, 0.9560, -0.5893, -0.0144, -0.4344, -0.9634, -0.2580, 0.2238, -0.0711, 0.0009, -0.3464, -0.1028, -1.1588, -0.6121, -0.5827, -0.0966, 0.0604, 0.2000, -0.8115, -0.4494, -0.5896, -0.4579, -0.4343, 0.3396, 0.3895, 0.3821, 0.3795, 0.3867, 0.6112, 0.3116, 0.3035, 0.5192, 0.3477, 0.3455, 0.3779, 0.4785, 0.3245, -0.3302, 0.5953, 0.1745, 0.4115, 0.3837, 0.3835, 0.3617, 0.4687], "smiles": "CC(=O)c1cccc(NC(=S)NCCCCc2ccccc2)c1", "orbital_gap_ev": 8.2}

=====

B) {"formula": "C19H22N2OS", "method": "the ωB97M-V functional and the def2-TZVPD basis", "symbols": ["C", "C", "C", "C", "C", "C", "C", "C", "N", "C", "C", "C", "C", "C", "C", "C", "C", "O", "C", "S", "N", "C", "C", "H", "H", "H", "H", "H", "H", "H", "H", "H", "H", "H", "H", "H", "H", "H", "H", "H", "H", "H", "H", "H", "H"], "coordinates": [[3.963, -3.240, 3.831], [4.275, -2.184, 2.602], [3.296, -2.320, 1.329], [2.183, -1.490, 1.483], [1.194, -1.523, 0.503], [0.056, -0.517, 0.400], [0.217, 0.453, -0.815], [-0.984, 1.390, -0.872], [-0.958, 2.705, -0.757], [-2.243, 3.120, -0.975], [-2.706, 4.462, -1.194], [-1.908, 5.717, -1.373], [-4.031, 4.485, -1.524], [-4.838, 3.417, -1.750], [-4.382, 2.118, -1.354], [-5.276, 0.903, -1.435], [-3.061, 2.009, -1.082], [-2.237, 0.911, -0.914], [1.259, -2.609, -0.447], [-0.116, -2.954, -1.344], [2.309, -3.405, -0.607], [3.324, -3.249, 0.286], [4.350, -4.321, 0.189], [4.459, -2.826, 4.743], [4.385, -4.221, 3.615], [2.876, -3.207, 4.107], [5.267, -2.169, 2.246], [4.269, -1.217, 3.067], [2.277, -0.782, 2.241], [-1.013, -0.967, 0.337], [0.071, -0.092, 1.406], [0.311, -0.110, -1.769], [1.177, 0.994, -0.706], [-2.157, 6.185, -2.307], [-0.888, 5.413, -1.520], [-1.915, 6.485, -0.596], [-4.569, 5.348, -1.749], [-5.865, 3.585, -2.025], [-4.637, 0.059, -1.010], [-6.256, 1.065, -0.915], [-5.449, 0.833, -2.528], [0.183, -4.250, -1.434], [4.126, -5.023, 1.009], [4.294, -4.837, -0.784], [5.369, -4.144, 0.389]], "mulliken_charge": [-0.9500, -1.3707, 0.5895, -0.8574, 0.4325, -1.4275, -0.4660, 0.4649, -0.7270, 1.1050, 0.1618, -1.4194, -0.3939, -0.9025, 0.2347, -1.2688, 0.4531, -0.4404, 0.3811, -0.2696, -0.5828, 0.7896, -1.3289, 0.3453, 0.2942, 0.2620, 0.4908, 0.4864, 0.5160, 0.3044, 0.4392, 0.4052, 0.2515, 0.3559, 0.3858, 0.3091, 0.4410, 0.3697, 0.2837, 0.3407, 0.3052, 0.1675, 0.2587, 0.3734, 0.4070], "smiles": "CCc1cc(CCc2nc3c(C)ccc(C)c3o2)c(S)nc1C", "orbital_gap_ev": 8.8}

=====

C) {"formula": "C19H22N2OS", "method": "the ωB97M-V functional and the def2-TZVPD basis", "symbols": ["C", "C", "O", "C", "C", "C", "C", "C", "N", "C", "S", "N", "C", "C", "C", "C", "C", "C", "C", "C", "C", "C", "C", "H", "H", "H", "H", "H", "H", "H", "H", "H", "H", "H", "H", "H", "H", "H", "H", "H", "H", "H", "H", "H", "H"], "coordinates": [[-4.858, -2.702, 0.416], [-5.617, -1.552, -0.192], [-6.768, -1.664, -0.552], [-4.887, -0.262, -0.340], [-5.519, 0.769, -1.033], [-4.887, 1.987, -1.192], [-3.621, 2.183, -0.675], [-2.970, 1.155, 0.012], [-1.701, 1.438, 0.523], [-0.695, 0.618, 0.945], [-0.719, -1.031, 0.852], [0.368, 1.279, 1.459], [1.605, 0.661, 1.870], [2.748, 0.959, 0.899], [2.516, 0.328, -0.471], [3.666, 0.623, -1.442], [4.960, 0.036, -0.956], [5.944, 0.836, -0.391], [7.122, 0.283, 0.081], [7.331, -1.082, -0.006], [6.357, -1.890, -0.569], [5.181, -1.334, -1.040], [-3.616, -0.062, 0.189], [-3.925, -2.869, -0.117], [-4.622, -2.479, 1.455], [-5.470, -3.599, 0.376], [-6.505, 0.594, -1.434], [-5.377, 2.789, -1.723], [-3.128, 3.138, -0.801], [-1.476, 2.426, 0.497], [0.372, 2.289, 1.423], [1.859, 1.028, 2.870], [1.428, -0.415, 1.922], [2.863, 2.042, 0.792], [3.673, 0.567, 1.325], [1.585, 0.706, -0.899], [2.409, -0.751, -0.352], [3.771, 1.704, -1.559], [3.416, 0.199, -2.417], [5.789, 1.904, -0.322], [7.878, 0.919, 0.517], [8.249, -1.516, 0.361], [6.515, -2.956, -0.643], [4.426, -1.968, -1.482], [-3.121, -0.841, 0.739]], "mulliken_charge": [-1.3489, 0.8806, -0.5978, -0.2233, -0.7110, -0.6732, -0.7393, 0.7623, -0.1244, 0.5738, -0.4728, -0.2392, -1.1025, -0.3103, -0.2805, -1.2679, 0.4482, -0.2360, -0.5729, -0.4011, -0.6211, -0.2520, -0.0204, 0.3870, 0.3532, 0.3537, 0.4735, 0.3698, 0.3280, 0.2183, 0.2171, 0.3540, 0.4057, 0.2580, 0.2896, 0.2928, 0.3020, 0.4189, 0.3986, 0.3223, 0.3716, 0.3727, 0.3730, 0.3904, 0.2794], "smiles": "CC(=O)c1cccc(NC(=S)NCCCCc2ccccc2)c1", "orbital_gap_ev": 8.7}

=====

Of them, B) has the lowest stability.

=====

A) {"formula": "C5H15NS", "method": "the ωB97M-V functional and the def2-TZVPD basis", "symbols": ["C", "C", "C", "S", "H", "H", "H", "H", "H", "H", "H", "H", "C", "N", "C", "H", "H", "H", "H", "H", "H", "H"], "coordinates": [[-1.255, 1.663, -1.310], [0.115, 1.929, -0.704], [0.089, 2.356, 0.752], [-0.251, 1.005, 1.955], [-1.833, 1.049, -0.616], [-1.160, 1.059, -2.215], [-1.808, 2.578, -1.524], [0.732, 1.028, -0.779], [0.668, 2.642, -1.330], [-0.638, 3.151, 0.946], [1.067, 2.779, 0.991], [-0.251, -0.112, 1.002], [0.408, -1.865, -0.891], [-0.093, -1.640, 0.467], [0.728, -2.345, 1.441], [-0.133, -1.219, -1.582], [1.454, -1.570, -0.971], [0.304, -2.903, -1.228], [-1.060, -1.938, 0.501], [0.945, -3.381, 1.153], [0.272, -2.414, 2.427], [1.697, -1.851, 1.516]], "mulliken_charge": [-1.0625, -0.3304, -0.5507, -0.3108, 0.2686, 0.2925, 0.3702, 0.0947, 0.3698, 0.3219, 0.3176, 0.2222, -0.9497, -0.3183, -0.9832, 0.2352, 0.3676, 0.3537, 0.2632, 0.3634, 0.3259, 0.3390], "smiles": "CCCS.CNC", "orbital_gap_ev": 8.8}

=====

B) {"formula": "C5H15NS", "method": "the ωB97M-V functional and the def2-TZVPD basis", "symbols": ["C", "C", "C", "N", "H", "H", "H", "H", "H", "H", "H", "H", "H", "C", "C", "S", "H", "H", "H", "H", "H", "H"], "coordinates": [[0.259, -3.034, -2.141], [-0.015, -2.713, -0.678], [-0.920, -1.513, -0.515], [-0.965, -1.038, 0.880], [-0.664, -3.195, -2.695], [0.787, -2.204, -2.613], [0.914, -3.903, -2.214], [-0.480, -3.572, -0.182], [0.920, -2.527, -0.142], [-0.538, -0.675, -1.109], [-1.935, -1.707, -0.878], [-0.855, -1.801, 1.540], [-1.864, -0.622, 1.093], [0.074, 3.613, -0.058], [-0.272, 2.399, 0.791], [1.119, 1.244, 0.868], [0.498, 3.362, -1.027], [0.808, 4.238, 0.456], [-0.816, 4.241, -0.134], [-1.127, 1.898, 0.329], [-0.595, 2.678, 1.793], [0.470, 0.044, 0.999]], "mulliken_charge": [-1.2634, -0.2968, -0.5192, -0.5692, 0.3217, 0.3370, 0.3465, 0.3135, 0.2968, 0.2221, 0.3560, 0.2088, 0.1998, -1.1458, -0.2390, -0.2724, 0.3406, 0.3046, 0.3222, 0.1988, 0.3350, 0.2022], "smiles": "CCCN.CCS", "orbital_gap_ev": 9.2}

=====

Of them, A) has the lowest stability.